Entry from the Open Molecules 2025 dataset: C3H2CuFLiO3 as an isolated structure in a non-equilibrium geometry (ωB97M-V/def2-TZVPD).

Geometry (Å):
O -0.891 0.273 1.675
C -0.995 1.123 0.801
C 0.655 -0.270 -0.547
O -0.207 0.718 -0.583
O -1.288 2.293 0.745
C 0.422 -1.585 -0.663
Li -0.135 -1.432 1.763
F 1.894 0.164 -0.233
H 1.255 -2.288 -0.678
H -0.587 -1.914 -0.908
Cu -0.123 2.918 -1.372

Atoms 1-2, force components in eV/Å:
-0.1970 -1.3366 -0.2590
1.4183 2.4366 0.4611

Max |F|   2.86 eV Å⁻¹
E_LUMO (alpha / beta)   -1.29 / -1.29 eV
<S²>   0.7513
HOMO level (alpha / beta)   -0.1886 / -0.3000 hartree
Spin multiplicity   2
Kohn-Sham gap (alpha / beta)   3.847 / 6.870 eV
E   -2089.07505 Eh
Charge   0

Mulliken atomic charge list, values in e, 8 entries: number 1, O, carries -0.682; number 2, C, carries 0.666; number 3, C, carries 0.655; number 4, O, carries -0.281; number 5, O, carries -0.436; number 6, C, carries -1.240; number 7, Li, carries 0.905; number 8, F, carries -0.240

=====

Entry from the Open Molecules 2025 dataset: C3H2CuO2 as an isolated structure in a non-equilibrium geometry (ωB97M-V/def2-TZVPD).

Geometry (Å):
H -2.412 0.691 0.112
O -0.624 1.692 0.066
O 1.797 -0.459 0.177
C -1.348 0.714 -0.187
C -0.664 -0.570 -0.223
C 0.645 -0.393 0.020
H -1.134 -1.513 0.058
Cu 3.741 -0.163 -0.023

Atoms 1-2, force components in eV/Å:
-0.0136 0.3362 -1.0790
-1.4178 -1.0233 -1.4296

Max |F|   3.71 eV Å⁻¹
E_LUMO (alpha / beta)   -5.05 / -9.61 eV
<S²>   2.0050
HOMO level (alpha / beta)   -0.5076 / -0.5307 hartree
Spin multiplicity   3
Kohn-Sham gap (alpha / beta)   8.761 / 4.834 eV
E   -1905.97557 Eh
Charge   +1

And the Mulliken charges, in e, turn out to be: number 1, H, carries 0.324; number 2, O, carries -0.475; number 3, O, carries -0.180; number 4, C, carries 0.205; number 5, C, carries -0.727; number 6, C, carries 0.862; number 7, H, carries 0.356; number 8, Cu, carries 0.637

=====

Entry from the Open Molecules 2025 dataset: C3H2EuO2 as an isolated structure in a non-equilibrium geometry (ωB97M-V/def2-TZVPD).

Geometry (Å):
H -0.183 -2.085 0.314
O -0.428 -0.531 1.657
O -0.966 2.261 -0.077
C -0.383 -1.017 0.519
C -0.594 -0.149 -0.613
C -0.798 1.135 -0.248
H -0.606 -0.440 -1.663
Eu 3.957 0.826 0.111

Atoms 1-2, force components in eV/Å:
-0.0492 0.1959 0.2076
0.2253 -1.1393 -1.0525

Max |F|   1.57 eV Å⁻¹
E_LUMO (alpha / beta)   0.19 / -0.06 eV
<S²>   15.7566
HOMO level (alpha / beta)   -0.1387 / -0.2248 hartree
Spin multiplicity   8
Kohn-Sham gap (alpha / beta)   3.963 / 6.057 eV
E   -975.98954 Eh
Charge   0

And the Mulliken charges, in e, turn out to be: number 1, H, carries 0.359; number 2, O, carries -0.562; number 3, O, carries -0.289; number 4, C, carries 0.098; number 5, C, carries -0.751; number 6, C, carries 0.802; number 7, H, carries 0.338; number 8, Eu, carries 0.004

=====

Entry from the Open Molecules 2025 dataset: an isolated molecule of C3H2F3NO in a non-equilibrium geometry (ωB97M-V/def2-TZVPD).

Geometry (Å):
C 0.766 0.329 0.376
C -0.319 0.374 -0.640
C 1.647 -0.611 0.139
N -2.209 0.623 0.720
O -1.555 0.409 -0.414
F 1.588 -1.419 -0.854
F 2.797 -0.871 0.719
F -3.587 0.256 0.429
H 0.942 0.980 1.205
H -0.070 -0.070 -1.680

Atoms 1-2, force components in eV/Å:
-1.1418 0.3700 -0.6418
2.8712 -1.1595 -0.9175

Max |F|   3.23 eV Å⁻¹
E_LUMO (alpha / beta)   -0.31 / -0.41 eV
HOMO level (alpha / beta)   -0.3435 / -0.3063 hartree
Kohn-Sham gap (alpha / beta)   9.034 / 7.928 eV
E   -544.86938 Eh
Charge   0

Mulliken atomic charge list, values in e, 8 entries: number 1, C, carries -0.363; number 2, C, carries -0.061; number 3, C, carries 0.532; number 4, N, carries -0.148; number 5, O, carries 0.017; number 6, F, carries -0.204; number 7, F, carries -0.224; number 8, F, carries -0.216

=====

Entry from the Open Molecules 2025 dataset: an isolated molecule of C3H2F4 (ωB97M-V/def2-TZVPD).

Geometry (Å):
C 0.234 0.081 -0.488
C 1.407 0.263 0.097
C -1.063 -0.232 0.227
H 2.266 0.487 -0.510
H 1.517 0.212 1.176
F 0.043 0.165 -1.811
F -1.559 -1.396 -0.210
F -1.978 0.728 -0.026
F -0.868 -0.307 1.546

Atoms 1-2, force components in eV/Å:
0.2633 0.0943 0.5542
-0.4968 -0.0314 -0.1506

Max |F|   0.66 eV Å⁻¹
E_LUMO   0.96 eV
HOMO level   -0.3995 hartree
SMILES   C=C(F)C(F)(F)F
Kohn-Sham gap   11.826 eV
E   -514.96698 Eh
Charge   0

Mulliken atomic charge list, values in e, 8 entries: number 1, C, carries 0.273; number 2, C, carries -0.720; number 3, C, carries 0.815; number 4, H, carries 0.302; number 5, H, carries 0.293; number 6, F, carries -0.232; number 7, F, carries -0.236; number 8, F, carries -0.241

=====

Entry from the Open Molecules 2025 dataset: C3H2FHoO3 as an isolated structure in a non-equilibrium geometry (ωB97M-V/def2-TZVPD).

Geometry (Å):
C 2.306 -0.355 0.195
C 2.192 0.137 -1.229
O 0.955 0.415 -1.450
C 0.189 0.144 -0.293
O 1.000 -0.242 0.664
O -0.972 0.370 -0.256
Ho -3.279 0.448 0.728
F 2.821 -1.530 0.360
H 2.828 -0.183 -2.065
H 3.012 0.651 0.220

Atoms 1-2, force components in eV/Å:
2.2678 1.8539 -3.8707
-1.6521 -4.3965 0.4315

Max |F|   5.05 eV Å⁻¹
E_LUMO (alpha / beta)   -21.56 / -22.82 eV
<S²>   6.0028
HOMO level (alpha / beta)   -1.0225 / -1.0225 hartree
Spin multiplicity   5
Kohn-Sham gap (alpha / beta)   6.269 / 5.005 eV
E   -1386.98988 Eh
Charge   +4

Mulliken atomic charge list, values in e, 8 entries: number 1, C, carries 0.571; number 2, C, carries -0.024; number 3, O, carries -0.087; number 4, C, carries 0.649; number 5, O, carries -0.157; number 6, O, carries -0.449; number 7, Ho, carries 2.801; number 8, F, carries -0.090

=====

Entry from the Open Molecules 2025 dataset: an isolated molecule of C3H2FN in a non-equilibrium geometry (ωB97M-V/def2-TZVPD).

Geometry (Å):
C 1.344 -0.602 -0.062
C -1.179 0.031 -0.046
C 0.407 0.425 0.036
N 2.018 -1.569 -0.009
F 0.618 1.765 0.029
H -1.834 0.978 -0.207
H -1.375 -1.028 0.259

Atoms 1-2, force components in eV/Å:
2.4835 -2.3505 0.6954
6.7113 2.6463 0.6877

Max |F|   9.10 eV Å⁻¹
E_LUMO (alpha / beta)   -0.89 / -1.05 eV
HOMO level (alpha / beta)   -0.3520 / -0.3592 hartree
SMILES   C=C(F)C#N
Kohn-Sham gap (alpha / beta)   8.684 / 8.724 eV
E   -270.00525 Eh
Charge   0

And the Mulliken charges, in e, turn out to be: number 1, C, carries 0.285; number 2, C, carries -0.599; number 3, C, carries 0.304; number 4, N, carries -0.340; number 5, F, carries -0.223; number 6, H, carries 0.274; number 7, H, carries 0.300

=====

Entry from the Open Molecules 2025 dataset: an isolated molecule of C3H2FN in a non-equilibrium geometry (ωB97M-V/def2-TZVPD).

Geometry (Å):
C 1.470 0.246 0.057
C -1.042 0.593 0.167
C 2.905 0.766 -0.102
N 0.157 0.551 0.035
F 3.669 -0.319 0.053
H 1.523 -0.834 0.229
H -2.008 0.677 -0.244

Atoms 1-2, force components in eV/Å:
0.8762 0.1450 -0.1774
2.5558 0.4596 1.5418

Max |F|   5.42 eV Å⁻¹
E_LUMO (alpha / beta)   0.62 / -1.56 eV
<S²>   2.0956
HOMO level (alpha / beta)   -0.2488 / -0.3169 hartree
Spin multiplicity   3
Kohn-Sham gap (alpha / beta)   7.389 / 7.068 eV
E   -269.85806 Eh
Charge   0

And the Mulliken charges, in e, turn out to be: number 1, C, carries 0.117; number 2, C, carries -0.122; number 3, C, carries -0.188; number 4, N, carries -0.184; number 5, F, carries -0.172; number 6, H, carries 0.257; number 7, H, carries 0.292

=====

Entry from the Open Molecules 2025 dataset: C3H2FNO as an isolated structure in a non-equilibrium geometry (ωB97M-V/def2-TZVPD).

Geometry (Å):
C -0.270 -0.306 0.526
C -0.688 -0.493 -0.817
C 1.016 0.856 -0.527
H -1.170 -1.367 -1.642
H 1.796 1.525 -0.966
N 0.759 0.440 0.662
O 0.131 0.292 -1.459
F -0.815 -0.657 1.616

Atoms 1-2, force components in eV/Å:
-2.8039 -2.3037 -2.7090
-1.2827 -3.2558 0.1921

Max |F|   4.60 eV Å⁻¹
E_LUMO   0.87 eV
HOMO level   -0.3295 hartree
Kohn-Sham gap   9.836 eV
E   -345.29704 Eh
Charge   0

And the Mulliken charges, in e, turn out to be: number 1, C, carries 0.345; number 2, C, carries -0.049; number 3, C, carries 0.094; number 4, H, carries 0.255; number 5, H, carries 0.341; number 6, N, carries -0.474; number 7, O, carries -0.252; number 8, F, carries -0.258

=====

Entry from the Open Molecules 2025 dataset: an isolated molecule of C3H2FNO in a non-equilibrium geometry (ωB97M-V/def2-TZVPD).

Geometry (Å):
C 0.306 -0.725 -0.013
C 0.889 0.648 0.008
C -0.978 -0.824 -0.011
N 0.061 1.605 0.009
O -1.168 1.417 -0.008
F -2.099 -1.444 0.012
H 1.043 -1.509 -0.031
H 1.946 0.831 0.034

Atoms 1-2, force components in eV/Å:
0.2841 0.0707 0.0173
-0.0585 -0.6651 -0.0012

Max |F|   3.31 eV Å⁻¹
E_LUMO (alpha / beta)   -0.40 / -0.43 eV
HOMO level (alpha / beta)   -0.3406 / -0.3401 hartree
Kohn-Sham gap (alpha / beta)   8.872 / 8.828 eV
E   -345.18241 Eh
Charge   0

And the Mulliken charges, in e, turn out to be: number 1, C, carries -0.329; number 2, C, carries -0.202; number 3, C, carries 0.449; number 4, N, carries -0.107; number 5, O, carries -0.376; number 6, F, carries -0.176; number 7, H, carries 0.361; number 8, H, carries 0.380

=====

Entry from the Open Molecules 2025 dataset: an isolated molecule of C3H2FNO2 in a non-equilibrium geometry (ωB97M-V/def2-TZVPD).

Geometry (Å):
C -0.627 -1.334 1.424
C 0.878 1.441 -0.991
C -0.487 -0.391 -0.146
N 0.323 0.542 -0.177
O 0.105 -1.040 2.317
O 0.496 2.512 -1.352
F -1.214 -0.871 -1.128
H -1.363 -2.036 1.373
H 1.889 1.177 -1.321

Atoms 1-2, force components in eV/Å:
3.2056 4.4478 -1.8513
1.8329 0.6763 -1.7980

Max |F|   5.79 eV Å⁻¹
E_LUMO   -0.50 eV
HOMO level   -0.3733 hartree
SMILES   O=C/N=C(\F)C=O
Kohn-Sham gap   9.657 eV
E   -420.53889 Eh
Charge   0

Mulliken atomic charge list, values in e, 8 entries: number 1, C, carries 0.020; number 2, C, carries 0.080; number 3, C, carries 0.418; number 4, N, carries -0.163; number 5, O, carries -0.367; number 6, O, carries -0.455; number 7, F, carries -0.224; number 8, H, carries 0.406

=====

Entry from the Open Molecules 2025 dataset: C3H2FO2Rh as an isolated structure in a non-equilibrium geometry (ωB97M-V/def2-TZVPD).

Geometry (Å):
C -0.773 0.493 -1.259
C 0.351 -0.832 1.198
O -1.558 -0.170 -0.593
O 0.552 0.543 -0.723
C 0.759 0.306 0.615
H 0.078 -0.926 2.248
F 0.476 -2.023 0.562
H 0.880 1.191 1.244
Rh -0.765 1.417 -3.293

Atoms 1-2, force components in eV/Å:
-0.4772 -2.3079 2.5091
1.5746 0.0228 -0.0944

Max |F|   3.44 eV Å⁻¹
E_LUMO (alpha / beta)   -0.25 / -3.45 eV
<S²>   6.0051
HOMO level (alpha / beta)   -0.2656 / -0.3365 hartree
Spin multiplicity   5
Kohn-Sham gap (alpha / beta)   6.978 / 5.706 eV
E   -476.12310 Eh
Charge   0

Mulliken atomic charge list, values in e, 8 entries: number 1, C, carries 0.722; number 2, C, carries -0.040; number 3, O, carries -0.481; number 4, O, carries -0.353; number 5, C, carries -0.215; number 6, H, carries 0.301; number 7, F, carries -0.232; number 8, H, carries 0.293

=====

The calculation returns the following energy relative to the best compared isomer or geometry (same formula, charge and spin) values, one per record and in order: 0.0 0.8 35.9 155.4 0.0 34.9 57.6 0.0 34.5 106.5 38.7 24.8 kcal/mol.